No. 1
Formula: C3H7N3O
Source: OMol25
Level of theory: wB97M-V/def2-TZVPD

Results
highest occupied orbital energy = -9.8 eV
calculated total energy = -358.039396 Ha
E_LUMO = 0.8 eV
HOMO-LUMO gap = 10.670 eV
structure (SMILES) = [H]/N=C/NC(=O)NC

```
! wB97M-V def2-TZVPD RIJCOSX def2/J DEFGRID3
* xyz 0 1
C -1.993 -0.062 -0.523
H -0.706 0.899 0.730
H -3.786 0.429 -0.779
C 2.067 0.659 0.196
H 1.965 -1.319 0.843
H 2.613 0.414 -0.726
N -2.967 0.700 -0.241
N 1.371 -0.510 0.729
H -1.988 -0.897 -1.226
H 2.768 1.050 0.936
H 1.348 1.446 -0.040
N -0.754 0.138 0.065
C 0.162 -0.902 0.180
O -0.100 -2.046 -0.143
*
```

---

No. 2
Formula: C3H7N3O
Source: OMol25
Level of theory: wB97M-V/def2-TZVPD

Results
highest occupied orbital energy = -9.6 eV
calculated total energy = -358.046064 Ha
E_LUMO = 0.8 eV
HOMO-LUMO gap = 10.394 eV
structure (SMILES) = [H]/N=C/NC(=O)NC

```
! wB97M-V def2-TZVPD RIJCOSX def2/J DEFGRID3
* xyz 0 1
C 0.906 0.924 -1.889
C -0.345 -0.015 -0.033
N -0.197 -0.721 1.125
H 1.907 1.780 -3.228
O -1.402 0.465 -0.410
N 0.835 0.128 -0.760
H -1.654 -1.936 2.064
H -0.079 1.259 -2.223
C -1.299 -0.900 2.045
H 0.689 -1.150 1.339
H 1.726 -0.161 -0.381
N 2.033 1.187 -2.411
H -1.005 -0.602 3.056
H -2.114 -0.257 1.706
*
```

---

No. 3
Formula: C3H7N3O
Source: OMol25
Level of theory: wB97M-V/def2-TZVPD

Results
highest occupied orbital energy = -8.8 eV
calculated total energy = -357.960703 Ha
E_LUMO = 0.9 eV
HOMO-LUMO gap = 9.680 eV
structure (SMILES) = [H]/N=C(\C)N/C=N/O

```
! wB97M-V def2-TZVPD RIJCOSX def2/J DEFGRID3
* xyz 0 1
C 0.601 0.656 0.617
H 1.505 2.314 0.273
N 0.640 1.818 0.129
O -2.357 -0.893 -2.450
C 1.710 -0.077 1.334
H 2.100 -0.871 0.687
H 2.521 0.597 1.574
N -0.544 -0.110 0.470
C -1.270 0.001 -0.690
H -1.322 0.989 -1.127
H 1.356 -0.527 2.251
H -0.484 -1.068 0.804
N -1.722 -1.064 -1.216
H -2.733 -1.766 -2.655
*
```

---

No. 4
Formula: C3H7N3O
Source: OMol25
Level of theory: wB97M-V/def2-TZVPD

Results
highest occupied orbital energy = -19.4 eV
calculated total energy = -357.223689 Ha
E_LUMO = -10.5 eV
HOMO-LUMO gap = 8.951 eV
structure (SMILES) = CC#[N+]C(=[NH2+])NO

```
! wB97M-V def2-TZVPD RIJCOSX def2/J DEFGRID3
* xyz 2 1
N -0.424 0.160 -0.110
O 3.110 0.560 -0.163
C 0.915 -0.110 0.066
H -3.173 0.657 0.959
H 2.228 -1.664 0.262
N 1.277 -1.422 0.348
H -3.477 -0.854 0.198
H 0.579 -2.131 0.217
C -3.008 0.106 0.026
C -1.624 0.156 -0.055
H 3.751 1.231 -0.427
N 1.782 0.912 -0.093
H -3.622 0.548 -0.828
H 1.687 1.854 -0.400
*
```

---

No. 5
Formula: C3H7N3O2
Source: OMol25
Level of theory: wB97M-V/def2-TZVPD

Results
highest occupied orbital energy = -9.3 eV
calculated total energy = -433.137767 Ha
E_LUMO = 0.6 eV
HOMO-LUMO gap = 9.898 eV
structure (SMILES) = CO/C(=N\C=O)NN

```
! wB97M-V def2-TZVPD RIJCOSX def2/J DEFGRID3
* xyz 0 1
C -0.452 -0.151 -0.029
C -0.253 2.142 -0.445
N -1.160 -1.862 1.672
N -0.949 0.998 -0.419
H -0.950 -2.872 1.214
O 0.739 -0.649 0.133
H 2.333 0.682 -0.740
H -2.310 -0.260 0.543
H -0.740 2.894 -1.090
H 2.405 -0.995 -1.271
C 1.648 -0.265 -0.948
H 0.830 0.058 -1.651
H -0.427 -1.355 2.180
O 0.692 2.494 0.354
N -1.409 -0.858 0.497
*
```

---

No. 6
Formula: C3H7N3O2
Source: OMol25
Level of theory: wB97M-V/def2-TZVPD

Results
highest occupied orbital energy = -8.8 eV
calculated total energy = -432.870951 Ha
E_LUMO = 0.0 eV
HOMO-LUMO gap = 8.732 eV

```
! wB97M-V def2-TZVPD RIJCOSX def2/J DEFGRID3
* xyz 0 1
O 2.077 1.884 -0.062
N 2.310 -0.676 0.705
C 0.086 -1.128 -0.342
H 0.232 -1.305 -1.501
C 1.306 -0.471 0.045
H 0.225 1.177 -0.190
N -1.460 0.525 0.502
N 1.262 0.788 -0.611
C -2.865 0.729 0.307
H -3.294 1.148 1.319
H 3.098 0.888 -0.326
H 2.092 -1.468 1.329
O -1.164 -0.243 -0.635
H -0.074 -2.207 0.000
H -3.829 0.360 -0.541
*
```

---

No. 7
Formula: C3H7N3O2
Source: OMol25
Level of theory: wB97M-V/def2-TZVPD

Results
highest occupied orbital energy = -8.4 eV
calculated total energy = -433.153885 Ha
E_LUMO = 0.8 eV
HOMO-LUMO gap = 9.240 eV
structure (SMILES) = N/C=C(/[O-])[N@@H+](N)C=O

```
! wB97M-V def2-TZVPD RIJCOSX def2/J DEFGRID3
* xyz 0 1
C -0.751 0.005 -0.885
H -1.227 -1.669 1.906
C 0.475 0.613 -1.211
N -0.620 -0.190 0.729
O -1.528 -0.737 -1.425
C 0.889 -0.725 0.459
H 1.737 1.568 0.073
H -0.539 0.736 1.152
H -2.136 -1.422 0.544
N -1.656 -0.960 1.318
H 1.100 2.552 -1.098
O 1.805 -0.308 1.127
N 0.909 1.768 -0.487
H 0.766 -1.735 0.046
H 0.777 0.505 -2.250
*
```

---

No. 8
Formula: C3H7N3O2
Source: OMol25
Level of theory: wB97M-V/def2-TZVPD

Results
highest occupied orbital energy = -9.1 eV
calculated total energy = -433.111904 Ha
E_LUMO = 0.1 eV
HOMO-LUMO gap = 9.149 eV

```
! wB97M-V def2-TZVPD RIJCOSX def2/J DEFGRID3
* xyz 0 1
H 1.646 0.974 0.537
N 1.244 -0.941 -0.345
H 2.838 -0.350 0.768
N -0.606 1.431 0.641
H -1.574 -2.104 0.174
H -1.319 1.579 1.344
C -0.861 0.245 -0.111
H -2.547 -0.138 -1.020
N -0.172 -0.079 -1.283
O -0.616 -2.251 0.120
O -2.258 -0.106 -0.099
C 2.130 0.116 0.074
C -0.043 -1.041 -0.021
H 2.705 0.432 -0.798
H -0.567 2.232 0.020
*
```

---

No. 9
Formula: C3H7N3O2
Source: OMol25
Level of theory: wB97M-V/def2-TZVPD

Results
highest occupied orbital energy = -8.1 eV
calculated total energy = -432.974455 Ha
E_LUMO = 0.2 eV
HOMO-LUMO gap = 8.229 eV
structure (SMILES) = CN/N=C\O/C=N\O

```
! wB97M-V def2-TZVPD RIJCOSX def2/J DEFGRID3
* xyz 0 1
C -1.009 -3.080 1.334
H 1.442 0.643 0.693
N 0.939 2.384 -0.772
C -0.110 2.124 -0.010
O 1.243 1.384 -2.021
H 1.922 2.276 -2.334
N 0.249 -1.334 0.316
H -1.866 -1.409 0.214
H -0.525 -3.746 0.708
C 0.409 0.010 0.437
H -0.431 3.149 0.386
N -0.909 -2.007 0.367
H -0.331 -3.085 2.184
H -2.024 -3.470 1.622
O -0.727 0.867 0.345
*
```

---

No. 10
Formula: C3H7N3O4
Source: OMol25
Level of theory: wB97M-V/def2-TZVPD

Results
highest occupied orbital energy = -9.5 eV
calculated total energy = -583.488282 Ha
E_LUMO = 0.2 eV
HOMO-LUMO gap = 9.735 eV
structure (SMILES) = N[C@H](CN(O)N=O)C(=O)O

```
! wB97M-V def2-TZVPD RIJCOSX def2/J DEFGRID3
* xyz 0 1
N -1.842 -0.049 0.232
H -1.042 1.641 0.568
N -2.730 -0.450 -0.471
O -1.951 1.267 0.986
C -0.619 -0.430 0.558
N 0.495 1.508 -0.579
C 1.696 -0.485 -0.117
H -0.559 0.243 1.539
H 1.351 1.980 -0.193
H -0.558 -1.486 0.815
O 2.706 0.218 -0.211
C 0.396 0.045 -0.546
H 2.748 -1.972 0.646
O -2.375 -1.622 -0.701
H 0.558 1.859 -1.665
O 1.630 -1.675 0.670
H 0.095 -0.591 -1.530
*
```